1.
Computed, not measured: a molecular structure, C6H9N2O2 in a non-equilibrium geometry, with ωB97M-V/def2-TZVPD.

Output
⟨S²⟩: 2.01
Spin multiplicity: 3
HOMO (spin up / spin down) in eV: -1.9 / -4.2
Net charge: -1
HOMO-LUMO gap (spin up / spin down) in eV: 5.818 / 7.819

Last column: Mulliken charge in e.
Cartesian coordinates (Å):
C  1.802  0.294  -1.078  0.368
C  0.680  0.243  -0.078  -0.593
C  -0.701  0.588  0.149  2.075
C  1.278  -1.901  1.484  -0.837
C  -0.973  2.074  -0.100  -1.414
C  -1.575  -0.298  -0.774  -1.383
N  0.552  -0.613  1.030  0.504
N  -0.661  -0.100  1.455  -1.123
O  1.438  0.731  -2.174  -0.711
O  2.907  -0.281  -0.898  -0.767
H  2.119  -2.024  0.835  0.322
H  0.510  -2.664  1.400  0.268
H  1.366  -1.985  2.514  0.307
H  -0.305  2.437  -0.863  0.359
H  -0.953  2.843  0.660  0.363
H  -1.930  2.008  -0.621  0.318
H  -2.526  0.336  -0.795  0.332
H  -1.831  -1.274  -0.331  0.383
H  -1.196  -0.413  -1.818  0.230

2.
Computed, not measured: a molecular structure, C25H34NO2SiSn in a non-equilibrium geometry, with ωB97M-V/def2-TZVPD.

Output
HOMO in eV: -2.7
Net charge: -1
HOMO-LUMO gap in eV: 5.314

Last column: Mulliken charge in e.
Cartesian coordinates (Å):
C  2.846  0.162  2.083  -0.246
C  3.002  -0.666  0.896  -1.336
C  2.264  -0.061  -0.143  0.016
H  3.629  -1.554  0.836  0.355
C  1.666  1.122  0.344  -0.072
C  1.986  1.276  1.712  -1.252
H  1.108  1.821  -0.266  0.425
C  -1.384  -1.915  1.666  -1.002
C  -0.587  -2.946  1.020  -1.128
C  -0.623  -2.718  -0.363  -0.553
H  -0.091  -3.773  1.520  0.428
C  -1.517  -1.623  -0.615  0.220
C  -1.882  -1.064  0.621  -0.612
H  2.196  -0.392  -1.177  0.457
H  1.750  2.128  2.348  0.397
H  3.455  0.122  2.986  0.650
H  -2.502  -0.177  0.769  0.246
H  -0.110  -3.286  -1.140  0.370
H  -1.801  -1.953  2.675  0.798
Sn  0.798  -0.973  2.593  0.869
C  -2.234  -1.378  -1.921  2.486
C  -3.585  -2.107  -1.815  -2.058
C  -1.435  -1.965  -3.094  -2.125
H  -3.429  -3.186  -1.689  0.411
H  -4.181  -1.938  -2.719  0.503
H  -4.156  -1.745  -0.951  0.383
H  -1.365  -3.054  -2.984  0.525
H  -0.417  -1.553  -3.141  0.276
H  -1.939  -1.751  -4.044  0.375
C  -2.543  0.131  -2.138  -1.008
C  -1.360  0.995  -2.526  0.295
H  -2.976  0.539  -1.214  0.330
H  -3.301  0.206  -2.933  0.417
O  -0.341  1.083  -1.842  -0.398
N  -1.505  1.658  -3.710  -0.183
C  -0.487  2.613  -4.155  -1.117
H  -2.460  1.887  -3.977  0.309
C  0.895  2.017  -4.170  0.749
C  1.971  2.752  -3.662  -0.445
H  1.775  3.753  -3.267  0.290
C  3.255  2.201  -3.646  -0.511
H  4.081  2.777  -3.221  0.347
C  3.479  0.925  -4.174  -0.489
H  4.484  0.498  -4.171  0.352
C  2.407  0.204  -4.715  -0.508
H  2.567  -0.799  -5.117  0.367
C  1.124  0.766  -4.749  -0.187
H  0.294  0.235  -5.225  0.354
H  -0.503  3.505  -3.513  0.394
H  -0.781  2.904  -5.168  0.346
C  -1.802  0.724  6.120  -1.031
Si  -0.171  0.389  5.245  0.497
C  1.134  1.560  5.922  -1.022
C  0.357  -1.387  5.709  -1.141
O  -0.270  0.479  3.606  -0.479
H  -1.648  0.567  7.200  0.292
H  -2.597  0.037  5.791  0.261
H  -2.146  1.760  5.981  0.277
H  1.189  1.476  7.018  0.333
H  2.129  1.332  5.517  0.243
H  0.897  2.606  5.683  0.285
H  -0.410  -2.123  5.437  0.270
H  1.310  -1.699  5.255  0.301
H  0.494  -1.426  6.800  0.401

3.
Computed, not measured: a single C3H9NO2S molecule in a non-equilibrium geometry, with ωB97M-V/def2-TZVPD.

Output
HOMO in eV: -8.8
HOMO-LUMO gap in eV: 9.573
SMILES string: CCON(S)CO

Last column: Mulliken charge in e.
Cartesian coordinates (Å):
C  2.158  -0.634  -0.699  -1.076
C  1.295  -0.711  0.590  -0.198
O  0.183  0.144  0.286  -0.199
N  -1.024  -0.116  0.993  -0.348
S  -1.934  -1.488  0.211  -0.118
C  -1.938  1.351  0.469  -0.229
O  -1.931  1.518  -0.866  -0.445
H  2.302  0.510  -0.909  0.233
H  3.110  -1.112  -0.593  0.380
H  1.693  -1.009  -1.555  0.317
H  1.964  -0.292  1.334  0.204
H  0.916  -1.698  0.953  0.324
H  -1.514  -1.125  -0.932  0.129
H  -2.824  0.972  0.872  0.403
H  -1.467  2.134  0.974  0.270
H  -0.990  1.556  -1.128  0.353

4.
Computed, not measured: 2 unconnected molecules or ions with the total composition C4H8N2O in a non-equilibrium geometry, with ωB97M-V/def2-TZVPD.

Output
HOMO (spin up / spin down) in eV: -8.7 / -8.7
HOMO-LUMO gap (spin up / spin down) in eV: 8.096 / 8.098

Last column: Mulliken charge in e.
Cartesian coordinates (Å):
C  1.119  1.141  0.982  -1.288
C  0.067  0.477  0.127  0.848
C  -0.506  0.942  -1.133  -0.615
N  0.390  -0.240  -1.153  -0.696
C  -0.320  -0.923  0.275  0.733
O  0.495  -1.636  0.999  -0.689
N  -1.547  -1.561  0.127  -0.524
H  1.729  1.809  0.368  0.349
H  0.625  1.707  1.775  0.306
H  1.787  0.418  1.467  0.271
H  -1.566  0.783  -1.365  0.174
H  -0.094  1.857  -1.526  0.277
H  1.573  -1.287  -0.304  0.417
H  -2.141  -0.975  -0.400  0.182
H  -1.612  -2.514  -0.239  0.256

5.
Computed, not measured: 2 unconnected molecules or ions with the total composition C8H21ClN2O3S2 in a non-equilibrium geometry, with ωB97M-V/def2-TZVPD.

Output
HOMO in eV: -5.7
HOMO-LUMO gap in eV: 5.263

Last column: Mulliken charge in e.
Cartesian coordinates (Å):
C  -1.637  2.388  -1.050  -0.828
N  -2.197  1.567  0.025  -0.210
C  -1.951  0.168  -0.007  -0.646
S  -1.152  -0.460  1.533  0.136
C  -0.971  -2.216  1.167  -0.501
N  -0.025  -2.456  0.110  -0.450
C  0.571  0.058  1.692  -0.972
C  0.961  1.457  1.194  -0.703
C  1.691  1.430  -0.162  -0.130
C  2.983  2.275  -0.183  -0.978
S  2.970  3.556  -1.405  1.050
O  2.619  2.979  -2.663  -0.519
O  4.173  4.314  -1.310  -0.539
Cl  1.446  4.741  -0.746  -0.185
H  -1.006  3.186  -0.662  0.152
H  -1.048  1.793  -1.748  0.323
H  -2.433  2.857  -1.628  0.367
H  -3.173  1.764  0.169  0.280
H  -2.887  -0.396  -0.004  0.440
H  -1.391  -0.170  -0.878  0.389
H  -0.628  -2.681  2.095  0.415
H  -1.976  -2.567  0.906  0.354
H  0.135  -1.667  -0.503  0.157
H  -0.376  -3.306  -0.409  0.283
H  1.212  -0.709  1.258  0.671
H  0.736  0.015  2.769  0.444
H  0.129  2.159  1.198  0.368
H  1.677  1.826  1.930  0.562
H  1.992  0.415  -0.423  0.318
H  1.057  1.775  -0.977  0.065
H  3.195  2.753  0.773  0.388
H  3.854  1.673  -0.442  0.407
C  -1.698  -5.695  -0.326  -0.633
O  -0.587  -4.943  -0.534  -0.864
H  -1.733  -6.224  0.658  0.193
H  -2.676  -5.141  -0.353  0.152
H  -1.857  -6.515  -1.064  0.244

6.
Computed, not measured: a single C3H6O molecule, with ωB97M-V/def2-TZVPD.

Output
HOMO in eV: -9.9
HOMO-LUMO gap in eV: 10.942
SMILES string: CCC=O

Last column: Mulliken charge in e.
Cartesian coordinates (Å):
C  -1.414  -0.509  -0.003  -1.029
C  -0.550  0.741  0.002  -0.311
C  0.933  0.432  -0.012  0.023
O  1.370  -0.692  0.003  -0.472
H  -1.141  -1.169  -0.844  0.281
H  -1.251  -1.075  0.923  0.275
H  -2.476  -0.231  -0.066  0.338
H  -0.732  1.348  0.893  0.267
H  -0.781  1.375  -0.869  0.282
H  1.606  1.304  0.009  0.346

7.
Computed, not measured: 12 unconnected molecules or ions with the total composition C12H48N12O12 in a non-equilibrium geometry, with ωB97M-V/def2-TZVPD.

Output
HOMO in eV: -8.2
HOMO-LUMO gap in eV: 8.252
SMILES string: NC(N)=O.NC(N)=O.NC(N)=O.NC(N)=O.NC(N)=O.NC(N)=O.CO.CO.CO.CO.CO.CO

Last column: Mulliken charge in e.
Cartesian coordinates (Å):
N  2.922  4.014  2.749  -0.418
C  2.379  2.855  2.517  0.494
N  2.595  1.862  3.330  -0.122
O  1.645  2.654  1.342  -0.600
H  2.650  4.803  2.140  0.287
H  3.589  4.295  3.522  0.188
H  2.357  0.911  3.006  0.173
H  3.189  1.935  4.128  0.198
N  1.422  -2.379  -2.580  -0.386
C  0.737  -2.144  -3.653  0.667
N  -0.295  -1.352  -3.497  0.039
O  1.171  -2.433  -4.895  -0.762
H  2.230  -3.020  -2.560  0.260
H  1.064  -2.231  -1.612  0.140
H  -0.798  -1.221  -4.429  0.175
H  -0.764  -1.035  -2.604  -0.330
N  -3.484  -1.214  0.094  -0.247
C  -2.698  -1.165  1.136  0.530
N  -2.279  -2.356  1.377  -0.163
O  -2.382  -0.020  1.792  -0.826
H  -3.878  -0.343  -0.299  -0.032
H  -3.649  -2.026  -0.467  0.267
H  -1.816  -2.431  2.266  0.285
H  -2.410  -3.227  0.895  0.143
N  2.013  -0.670  2.669  0.173
C  2.869  -1.226  3.458  0.586
N  2.521  -1.326  4.734  -0.234
O  4.062  -1.626  3.032  -0.740
H  2.268  -0.709  1.690  -0.084
H  1.045  -0.611  3.033  0.032
H  3.196  -1.442  5.498  0.240
H  1.501  -1.174  4.987  0.246
N  1.406  1.146  -3.100  -0.030
C  2.653  1.042  -2.803  0.508
N  3.160  -0.065  -3.215  -0.244
O  3.416  2.139  -2.376  -0.755
H  0.878  2.011  -2.803  0.131
H  0.847  0.262  -3.274  -0.019
H  4.158  -0.139  -3.013  0.355
H  2.547  -0.859  -3.022  0.004
N  -0.163  -1.567  5.573  -0.516
C  -0.718  -1.404  4.374  0.648
N  -0.481  -0.247  3.829  -0.329
O  -1.194  -2.495  3.701  -0.820
H  -0.110  -2.547  5.903  0.257
H  0.091  -0.735  6.186  0.312
H  -1.022  -0.044  2.953  -0.210
H  -0.151  0.638  4.298  0.269
C  -1.326  1.638  -4.484  -0.446
O  -1.066  2.995  -4.465  -0.522
H  -2.299  1.352  -4.807  0.489
H  -1.299  1.224  -3.509  -0.114
H  -0.617  1.167  -5.090  0.450
H  -1.780  3.324  -3.907  0.316
C  -4.524  0.691  -2.322  -0.848
O  -3.337  1.345  -1.790  -0.442
H  -5.416  1.013  -1.820  0.369
H  -4.507  -0.378  -2.263  0.283
H  -4.699  0.983  -3.389  0.300
H  -3.492  2.284  -1.949  0.224
C  -2.749  -3.135  -2.186  -0.411
O  -3.918  -3.324  -1.381  -0.575
H  -2.381  -2.087  -2.271  -0.072
H  -2.940  -3.540  -3.159  0.507
H  -1.862  -3.603  -1.738  0.348
H  -4.081  -4.258  -1.266  0.294
C  4.149  -0.084  0.225  -0.507
O  3.150  -1.045  0.002  -0.705
H  5.024  -0.638  0.663  0.366
H  4.068  0.761  0.973  -0.089
H  4.444  0.347  -0.722  0.363
H  3.520  -1.613  -0.661  0.298
C  0.114  0.689  -0.450  -0.531
O  -0.931  0.028  -1.135  0.591
H  0.189  1.752  -0.647  0.323
H  1.154  0.362  -0.646  -0.112
H  0.028  0.586  0.615  0.239
H  -1.718  0.586  -1.165  -0.200
C  -1.855  2.798  1.565  0.030
O  -0.968  3.837  1.158  -0.596
H  -2.698  3.155  2.130  0.456
H  -1.259  2.199  2.215  -0.139
H  -2.220  2.103  0.810  -0.001
H  -0.185  3.403  0.853  0.318

8.
Computed, not measured: a molecular structure, C5H7N in a non-equilibrium geometry, with ωB97M-V/def2-TZVPD.

Output
HOMO in eV: -8.7
HOMO-LUMO gap in eV: 9.860

Last column: Mulliken charge in e.
Cartesian coordinates (Å):
C  -0.933  -0.034  -0.880  -0.643
C  -0.150  1.143  -0.024  -0.198
C  -0.359  -0.924  0.198  -0.065
C  1.176  -0.743  0.076  -0.438
C  1.305  0.627  -0.163  -0.431
H  -2.097  -0.065  -1.074  0.253
H  -0.634  -0.563  -1.847  0.291
H  -0.360  2.125  -0.201  0.536
H  -0.448  0.382  1.935  0.235
H  -0.909  -1.723  0.699  0.417
H  1.797  -1.639  0.182  0.357
H  2.450  1.118  0.043  0.231
N  -0.837  0.295  1.056  -0.545

Please write out number 8 again, unchanged.
Computed, not measured: a molecular structure, C5H7N in a non-equilibrium geometry, with ωB97M-V/def2-TZVPD.

Output
HOMO in eV: -8.7
HOMO-LUMO gap in eV: 9.860

Last column: Mulliken charge in e.
Cartesian coordinates (Å):
C  -0.933  -0.034  -0.880  -0.643
C  -0.150  1.143  -0.024  -0.198
C  -0.359  -0.924  0.198  -0.065
C  1.176  -0.743  0.076  -0.438
C  1.305  0.627  -0.163  -0.431
H  -2.097  -0.065  -1.074  0.253
H  -0.634  -0.563  -1.847  0.291
H  -0.360  2.125  -0.201  0.536
H  -0.448  0.382  1.935  0.235
H  -0.909  -1.723  0.699  0.417
H  1.797  -1.639  0.182  0.357
H  2.450  1.118  0.043  0.231
N  -0.837  0.295  1.056  -0.545